Record 1
Molecular formula: C31H29AsF6MgN2O2P
Method: DFT, ωB97M-V/def2-TZVPD

Last column: Löwdin charge in e.
Geometry (Å):
Mg1 -1.252 -0.136 -0.528  0.624
O1 -1.861 1.097 -2.244  -0.117
C1 -2.119 0.369 -3.441  -0.147
C2 -2.048 -1.129 -3.262  -0.253
C3 -2.420 -1.954 -4.316  -0.007
C4 -2.217 -3.313 -4.207  -0.039
C5 -1.642 -3.817 -3.047  -0.038
C6 -1.341 -2.935 -2.032  -0.105
N1 -1.563 -1.618 -2.122  0.061
H1 -0.960 1.455 -2.321  0.095
H2 -1.385 0.632 -4.205  0.126
H3 -3.110 0.652 -3.803  0.136
H4 -2.824 -1.520 -5.222  0.127
H5 -2.480 -3.973 -5.023  0.114
H6 -1.424 -4.869 -2.936  0.109
H7 -0.886 -3.276 -1.110  0.121
C7 3.914 -2.448 4.071  -0.095
C8 4.494 -1.664 3.086  -0.083
C9 3.699 -0.909 2.231  -0.082
C10 2.316 -0.933 2.353  -0.372
C11 1.740 -1.737 3.339  -0.113
C12 2.530 -2.482 4.198  -0.092
P1 1.168 -0.015 1.256  1.113
C13 2.255 0.920 0.132  -0.368
C14 2.621 0.247 -0.960  -0.159
C15 2.976 0.903 -2.248  -0.203
C16 2.877 2.437 -2.208  -0.291
C17 2.966 3.032 -0.834  -0.023
C18 2.549 2.351 0.230  -0.058
C19 0.547 1.295 2.367  -0.318
C20 1.225 1.645 3.508  -0.092
C21 0.789 2.712 4.316  -0.080
C22 -0.310 3.429 3.948  -0.042
C23 -1.031 3.108 2.773  -0.172
C24 -2.137 3.900 2.385  -0.055
C25 -2.802 3.622 1.231  -0.087
C26 -2.417 2.511 0.445  -0.163
C27 -1.374 1.673 0.776  -0.112
C28 -0.631 2.003 1.961  -0.193
H8 4.535 -3.033 4.737  0.099
H9 5.571 -1.635 2.982  0.102
H10 4.161 -0.296 1.467  0.100
H11 0.659 -1.761 3.436  0.100
H12 2.071 -3.092 4.966  0.099
H13 2.489 -0.825 -0.990  0.092
H14 3.946 0.585 -2.634  0.119
H15 3.612 2.872 -2.885  0.140
H16 3.229 4.080 -0.774  0.108
H17 2.457 2.831 1.197  0.107
H18 2.120 1.106 3.791  0.101
H19 1.342 2.969 5.210  0.101
H20 -0.645 4.270 4.546  0.109
H21 -2.429 4.734 3.013  0.106
H22 -3.636 4.239 0.917  0.098
H23 -2.990 2.331 -0.459  0.075
N2 -2.657 -3.413 1.831  0.203
C29 -2.503 -2.358 1.017  -0.512
O2 -1.408 -1.810 0.889  -0.044
C30 -3.715 -1.901 0.233  -0.152
C31 -3.625 -0.440 -0.105  0.010
H24 -1.857 -3.766 2.330  0.125
H25 -3.544 -3.867 1.948  0.114
H26 -4.624 -2.101 0.812  0.127
H27 -3.757 -2.519 -0.667  0.119
H28 -3.821 0.238 0.716  0.074
H29 -4.077 -0.130 -1.043  0.082
F1 0.449 0.083 -2.231  -0.322
As1 1.759 -0.047 -3.560  0.953
F2 2.308 -1.598 -2.909  -0.284
F3 0.588 -1.037 -4.425  -0.251
F4 2.947 -0.150 -4.825  -0.262
F5 0.986 1.285 -4.392  -0.262
F6 1.626 2.891 -2.676  -0.043

For the frontier orbital gap (spin up / spin down), the calculation gives 0.266 / 0.208 hartree. As for the strongest force on any atom: 1.50 eV/Å. The value obtained for the LUMO energy (spin up / spin down) is -0.004 / -0.061 Ha. The relative energy (zero: lowest compared OMol25 entry of this formula, charge and spin) comes out at 70.9 kcal/mol. For the electronic energy, the calculation gives -4835.2153 Eh. The multiplicity is 2. For the HOMO energy (spin up / spin down), the calculation gives -7.35 / -7.31 eV.

***

Record 2
Molecular formula: C31H29Br18N5O10
Method: DFT, ωB97M-V/def2-TZVPD

Last column: Löwdin charge in e.
Geometry (Å):
C1 1.995 1.460 -5.217  0.025
N1 1.820 2.000 -3.820  -0.446
O1 1.048 1.401 -3.114  0.014
O2 2.403 3.009 -3.533  0.039
H1 2.577 0.542 -5.140  0.093
H2 2.557 2.151 -5.831  0.096
H3 0.998 1.164 -5.529  0.037
C2 4.390 -1.433 3.798  -0.049
C3 4.004 -0.110 3.517  -0.073
C4 3.147 0.509 4.416  -0.015
C5 2.438 -0.258 5.323  -0.170
C6 2.833 -1.545 5.612  -0.009
C7 3.847 -2.134 4.859  -0.055
N2 1.394 0.369 6.151  -0.348
O3 1.016 1.475 5.843  0.024
O4 0.921 -0.285 7.059  0.070
H4 5.141 -1.869 3.148  0.103
H5 4.495 0.446 2.733  0.096
H6 2.855 1.536 4.234  0.074
H7 2.454 -2.103 6.456  0.122
H8 4.202 -3.089 5.220  0.110
C8 -4.147 2.138 -3.611  -0.067
C9 -4.681 1.284 -2.667  -0.151
C10 -5.842 0.570 -2.950  -0.013
C11 -6.485 0.810 -4.168  -0.139
C12 -5.967 1.673 -5.105  -0.004
C13 -4.790 2.369 -4.823  -0.061
N3 -7.767 0.138 -4.396  -0.352
O5 -8.375 0.441 -5.405  0.074
O6 -8.143 -0.693 -3.601  0.022
H9 -3.193 2.641 -3.507  0.109
H10 -4.176 1.076 -1.732  -0.016
H11 -6.261 -0.039 -2.162  0.043
H12 -6.503 1.967 -5.997  0.119
H13 -4.255 2.906 -5.594  0.105
C14 1.651 -0.307 1.310  -0.067
C15 1.284 -0.119 -0.017  -0.076
C16 -0.058 -0.310 -0.339  -0.020
C17 -0.984 -0.675 0.630  -0.153
C18 -0.530 -0.979 1.914  -0.033
C19 0.782 -0.814 2.258  -0.034
N4 -2.420 -0.701 0.342  -0.312
O7 -3.168 -0.814 1.285  -0.002
O8 -2.769 -0.514 -0.813  0.044
H14 2.713 -0.217 1.497  0.070
H15 1.990 0.085 -0.807  0.101
H16 -0.450 -0.130 -1.332  0.100
H17 -1.266 -1.385 2.602  0.044
H18 1.092 -0.976 3.282  0.102
C20 8.003 1.690 -2.988  -0.067
C21 7.026 2.397 -2.293  -0.058
C22 6.320 1.784 -1.260  0.004
C23 6.501 0.430 -1.046  -0.153
C24 7.398 -0.318 -1.781  0.000
C25 8.208 0.339 -2.710  -0.056
N5 5.642 -0.216 -0.045  -0.329
O9 4.583 0.268 0.273  0.064
O10 6.104 -1.219 0.474  0.085
H19 8.568 2.218 -3.743  0.107
H20 6.837 3.415 -2.602  0.110
H21 5.474 2.289 -0.813  0.119
H22 7.513 -1.378 -1.611  0.120
H23 9.003 -0.205 -3.200  0.108
C26 -0.510 -2.293 -3.426  -1.593
Br1 1.150 -3.129 -2.846  0.547
Br2 -1.951 -3.583 -3.698  0.570
Br3 -0.169 -1.276 -5.004  0.644
H24 -0.851 -1.605 -2.662  -0.064
C27 -5.705 -2.717 -0.918  -1.487
Br4 -5.323 -4.322 0.161  0.528
Br5 -7.106 -1.658 -0.053  0.577
Br6 -6.238 -3.139 -2.787  0.573
H25 -4.801 -2.138 -1.058  -0.055
C28 -2.124 0.187 5.578  -1.535
Br7 -1.881 1.844 4.623  0.596
Br8 -3.256 -1.010 4.542  0.592
Br9 -2.908 0.396 7.369  0.582
H26 -1.162 -0.305 5.555  -0.056
C29 0.500 2.882 1.093  -1.555
Br10 -1.410 3.289 0.943  0.571
Br11 1.211 3.511 2.788  0.601
Br12 1.593 3.486 -0.405  0.628
H27 0.585 1.806 1.158  -0.090
C30 -4.958 1.772 2.242  -1.547
Br13 -6.356 0.584 2.869  0.546
Br14 -4.929 3.457 3.276  0.531
Br15 -5.094 1.972 0.302  0.677
H28 -4.022 1.263 2.440  -0.099
C31 -0.919 -4.597 1.883  -1.510
Br16 -2.735 -4.022 2.455  0.514
Br17 -0.833 -4.354 -0.040  0.551
Br18 -0.629 -6.476 2.341  0.568
H29 -0.162 -3.979 2.345  -0.030

For the frontier orbital gap, the calculation gives 0.314 hartree. As for the strongest force on any atom: 1.88 eV/Å. The value obtained for the LUMO energy is -0.042 Ha. For the electronic energy, the calculation gives -48556.5755 Eh. For the HOMO energy, the calculation gives -9.70 eV.

***

Record 3
Molecular formula: C31H29F5IrN3O2STe
Method: DFT, ωB97M-V/def2-TZVPD

Last column: Löwdin charge in e.
Geometry (Å):
Ir1 2.199 0.272 0.962  1.607
C1 1.884 2.372 3.475  -0.013
C2 1.525 0.993 3.929  -0.277
C3 1.333 0.719 5.284  0.030
C4 0.983 -0.550 5.684  0.019
C5 0.831 -1.551 4.727  0.034
C6 1.062 -1.243 3.406  -0.193
N1 1.396 0.011 3.026  0.021
C7 1.022 -2.249 2.317  -0.184
C8 0.718 -3.589 2.494  0.045
C9 0.807 -4.441 1.404  0.025
C10 1.213 -3.954 0.169  0.041
C11 1.501 -2.605 0.052  -0.186
N2 1.359 -1.793 1.105  0.008
C12 2.033 -1.959 -1.174  -0.193
C13 2.337 -2.655 -2.322  0.032
C14 2.918 -1.970 -3.386  0.017
C15 3.159 -0.619 -3.270  0.026
C16 2.817 0.047 -2.093  -0.302
C17 3.097 1.509 -1.943  -0.017
N3 2.261 -0.630 -1.077  0.011
H1 1.307 3.111 4.029  0.105
H2 1.690 2.521 2.412  0.049
H3 2.941 2.569 3.661  0.105
H4 1.460 1.516 6.004  0.140
H5 0.829 -0.773 6.732  0.137
H6 0.554 -2.550 5.029  0.125
H7 0.437 -3.975 3.463  0.128
H8 0.583 -5.493 1.522  0.138
H9 1.320 -4.624 -0.670  0.126
H10 2.158 -3.717 -2.395  0.124
H11 3.188 -2.500 -4.290  0.137
H12 3.622 -0.063 -4.074  0.140
H13 2.830 2.044 -2.855  0.102
H14 4.164 1.666 -1.775  0.106
H15 2.554 1.960 -1.111  0.051
F1 6.692 1.188 1.296  -0.282
Te1 5.346 -0.003 1.566  1.829
F2 3.956 -1.323 1.734  -0.401
F3 6.540 -1.360 1.801  -0.284
F4 5.297 -0.455 -0.237  -0.334
F5 5.240 0.159 3.392  -0.312
O1 3.974 1.224 1.310  -0.636
O2 0.358 1.440 0.394  -0.659
S1 -1.007 1.788 -0.156  1.034
C18 -0.924 1.386 -1.937  -0.247
C19 -2.228 1.517 -2.661  -0.253
C20 -2.759 0.429 -3.383  0.007
C21 -3.957 0.553 -4.054  -0.003
C22 -4.666 1.753 -3.993  -0.014
C23 -4.134 2.851 -3.292  0.005
C24 -2.920 2.737 -2.649  0.012
C25 -2.125 0.505 0.510  -0.245
C26 -3.505 0.541 -0.069  -0.257
C27 -4.299 1.685 0.092  0.009
C28 -5.553 1.743 -0.476  0.001
C29 -6.053 0.641 -1.193  -0.017
C30 -5.289 -0.520 -1.312  -0.007
C31 -4.022 -0.566 -0.770  0.003
H16 -0.480 0.392 -2.026  0.101
H17 -0.213 2.136 -2.296  0.112
H18 -2.218 -0.508 -3.434  0.135
H19 -4.348 -0.288 -4.611  0.138
H20 -5.605 1.853 -4.522  0.132
H21 -4.661 3.796 -3.269  0.138
H22 -2.514 3.597 -2.129  0.138
H23 -2.146 0.762 1.573  0.113
H24 -1.619 -0.453 0.374  0.102
H25 -3.931 2.535 0.655  0.139
H26 -6.155 2.633 -0.350  0.137
H27 -7.049 0.676 -1.615  0.132
H28 -5.679 -1.379 -1.841  0.137
H29 -3.434 -1.471 -0.872  0.134

For the frontier orbital gap (spin up / spin down), the calculation gives 0.296 / 0.159 hartree. As for the strongest force on any atom: 2.38 eV/Å. The value obtained for the LUMO energy (spin up / spin down) is -0.309 / -0.457 Ha. The relative energy (zero: lowest compared OMol25 entry of this formula, charge and spin) comes out at 0.0 kcal/mol. For the electronic energy, the calculation gives -2782.2728 Eh. As for the charge: +3. The multiplicity is 6. For the HOMO energy (spin up / spin down), the calculation gives -16.47 / -16.75 eV.